Entry 1:
22
Properties=species:S:1:pos:R:3:forces:R:3:mulliken_charge:R:1 method="wB97M-V/def2-TZVPD" e_above_lowest_kcal_mol=30.9 spin_multiplicity=1 homo_lumo_gap_ev=9.88 charge=0 total_energy_ha=-367.3280
N 2.074854 0.240773 1.173805 0.45 0.25 0.19 -0.520
C 0.218356 0.025087 -1.909284 -0.16 0.12 -0.04 -1.218
C 0.988169 2.206910 -0.885954 -0.10 0.10 -0.17 -1.261
C 1.183137 -0.477714 1.197008 0.52 0.13 0.03 0.226
C 0.116025 -1.405090 1.230027 -0.72 -0.89 -0.11 0.869
C 0.263745 -2.582391 0.621518 0.02 0.25 0.05 -1.003
C -1.106036 -0.995954 1.992679 -0.01 0.05 0.18 -1.133
C -1.261171 1.303241 -0.394342 -0.13 0.01 -0.08 -1.277
C -0.094106 1.180735 -1.006584 0.14 0.05 -0.23 1.000
H -1.358445 0.039886 1.775753 -0.05 -0.05 0.03 0.247
H -1.945803 -1.637439 1.741289 -0.06 -0.03 -0.01 0.358
H -0.523508 -3.318123 0.625736 -0.19 -0.04 0.05 0.309
H 1.168606 -2.843289 0.099381 0.17 0.03 -0.05 0.322
H -0.577270 -0.714583 -1.898864 -0.06 -0.09 -0.03 0.322
H 1.148421 -0.448638 -1.606511 0.16 -0.09 0.01 0.251
H 1.134649 2.704684 -1.848253 0.01 0.02 -0.01 0.360
H -0.913525 -1.077420 3.062378 -0.02 0.02 0.08 0.304
H 0.737923 2.955909 -0.141177 0.01 0.12 0.07 0.325
H -2.048506 0.578240 -0.520975 -0.12 -0.20 -0.05 0.416
H 1.927510 1.738871 -0.608202 0.10 0.02 0.01 0.336
H -1.484045 2.147952 0.233616 -0.01 0.25 0.17 0.360
H 0.351019 0.378353 -2.933043 0.05 0.00 -0.07 0.410

Entry 2:
24
Properties=species:S:1:pos:R:3:forces:R:3:mulliken_charge:R:1 method="wB97M-V/def2-TZVPD" e_above_lowest_kcal_mol=93.6 spin_multiplicity=1 homo_lumo_gap_ev=7.54 charge=+1 total_energy_ha=-497.0018
O 2.636594 -0.701755 -0.140169 -1.29 -0.16 -2.53 -0.376
N 0.205308 0.329120 0.609915 -2.10 -0.90 -0.53 -0.204
N 2.061380 0.176530 -2.136649 1.42 -0.05 3.54 -0.135
C 1.195538 0.212262 1.601516 3.74 0.10 -0.75 -0.572
C 1.414350 0.313096 -3.437771 1.45 -0.36 1.33 -0.700
C 1.783037 -0.747334 -1.203412 2.01 3.11 0.37 0.198
C -0.982755 0.556319 0.837778 -0.05 1.89 0.23 0.546
C -2.208282 0.974461 1.108514 0.13 -1.01 -0.66 -0.768
C -4.487030 0.149682 1.581272 -1.92 1.08 1.04 -0.778
C -3.193275 -0.030518 1.450541 1.32 -2.63 -1.02 0.155
C 2.136785 -0.983439 1.149001 -3.36 -2.09 0.65 -0.470
H -2.765861 -1.104928 1.344140 -1.02 1.70 0.71 0.190
H 2.933783 -1.209228 1.810304 1.07 0.47 0.40 0.397
H 1.568133 -2.031411 1.131866 0.69 2.26 -0.14 0.284
H -5.090363 -0.726082 1.827293 -0.04 0.36 -0.28 0.261
H 0.967738 0.124226 2.650889 -0.70 -0.08 0.25 0.458
H 0.918256 -1.433744 -1.300857 0.86 0.25 0.13 0.360
H 2.763460 1.001399 -1.843054 -1.88 -2.89 -0.70 0.380
H 1.327596 1.392847 -3.464405 -0.78 -0.08 -1.14 0.309
H 2.148091 -0.127436 -4.106318 -0.37 0.41 -0.78 0.319
H 1.849636 1.119789 1.459024 -0.45 -0.70 0.50 0.292
H 0.542103 -0.305749 -3.363303 -0.82 0.25 -0.59 0.290
H -2.689276 1.890080 0.800577 0.91 0.73 0.20 0.335
H -5.034945 1.161816 1.633310 1.19 -1.63 -0.24 0.228

Entry 3:
27
Properties=species:S:1:pos:R:3:forces:R:3:mulliken_charge:R:1 method="wB97M-V/def2-TZVPD" e_above_lowest_kcal_mol=3.6 spin_multiplicity=1 homo_lumo_gap_ev=9.21 charge=0 total_energy_ha=-1312.1695
S 3.643056 1.074033 1.118775 -1.64 -0.50 -1.31 -0.421
P 2.409603 0.726266 -0.432563 0.12 0.98 1.77 0.641
O 3.076609 -0.204628 -1.472056 0.45 -0.97 -1.65 -0.461
O 2.047777 2.060883 -1.240218 0.39 -0.37 0.01 -0.595
N 1.077074 -1.256026 0.195184 -1.83 -2.94 1.22 -0.256
N 0.839318 -0.017655 -0.377590 2.23 0.80 -0.17 0.451
C -2.608947 1.235091 -0.867186 -2.85 -0.39 -1.20 -0.473
C -1.353648 2.816993 0.411851 1.47 1.06 1.34 -0.667
C -2.459518 2.466561 -0.275042 -2.97 1.76 -0.97 -0.310
C 0.491260 -2.402862 -0.604465 4.63 -0.18 2.47 -1.005
C 0.590577 -1.384646 1.610132 0.40 -1.82 0.14 -0.944
C -1.520388 0.457132 -1.002361 1.26 -1.87 0.26 -0.658
C -0.242532 1.972126 0.413277 -1.85 -0.88 0.11 0.013
C -0.334274 0.735000 -0.272615 -0.37 1.64 -0.18 0.186
H -3.213427 3.255846 -0.529207 0.31 -0.91 0.98 0.309
H -3.628388 0.801559 -1.304575 2.32 1.60 0.73 0.241
H 1.096267 2.211943 -1.179136 -0.13 0.30 -0.27 0.491
H -1.696882 -0.356115 -1.711385 0.90 -0.33 0.63 0.375
H -1.347482 3.738775 1.055974 0.15 -0.81 -1.14 0.326
H 3.933519 -0.602604 -1.294677 -0.01 0.28 0.44 0.352
H -0.515604 -2.410140 -0.719299 -3.24 0.20 -0.13 0.369
H 0.996147 -2.359758 -1.536162 0.30 -0.23 -1.03 0.313
H 0.843204 -3.317809 -0.011747 -0.66 1.07 -1.11 0.342
H -0.505339 -1.315705 1.688502 0.18 0.00 -0.05 0.330
H 0.925342 -2.381757 2.155609 -0.59 1.79 -1.70 0.294
H 1.051100 -0.634618 2.197029 0.35 1.07 0.52 0.329
H 0.595522 2.295794 0.989130 0.70 -0.34 0.28 0.427